{"formula": "C25H19F6N4O6RuS2", "method": "ωB97M-V/def2-TZVPD", "elements": ["Ru", "C", "O", "C", "N", "C", "C", "C", "C", "C", "C", "C", "C", "C", "C", "C", "C", "N", "C", "N", "C", "C", "O", "C", "C", "C", "C", "C", "C", "H", "H", "H", "H", "H", "H", "H", "H", "H", "H", "H", "H", "H", "H", "H", "H", "H", "H", "H", "F", "C", "F", "F", "S", "O", "O", "N", "S", "O", "O", "C", "F", "F", "F"], "xyz": [[0.017, -0.369, 0.355], [-3.960, -2.084, 0.231], [-3.350, -2.218, 1.569], [-2.225, -1.605, 1.537], [-1.900, -0.969, 0.443], [-3.003, -1.118, -0.531], [-3.637, 0.179, -0.960], [-4.820, 0.096, -1.737], [-5.435, 1.233, -2.193], [-4.879, 2.488, -1.891], [-3.695, 2.581, -1.119], [-3.087, 1.437, -0.666], [-1.285, -1.533, 2.668], [-1.399, -2.045, 3.936], [-0.389, -1.726, 4.853], [0.652, -0.875, 4.493], [0.678, -0.392, 3.196], [-0.242, -0.767, 2.312], [1.561, 0.652, 2.631], [1.211, 1.269, 1.557], [2.255, 2.311, 1.334], [3.355, 1.909, 2.345], [2.671, 0.960, 3.231], [2.715, 2.490, -0.087], [1.804, 2.408, -1.160], [2.220, 2.623, -2.452], [3.558, 2.954, -2.698], [4.471, 3.056, -1.633], [4.050, 2.835, -0.341], [-4.962, -1.695, 0.378], [-3.998, -3.082, -0.195], [-2.603, -1.608, -1.421], [-5.235, -0.873, -1.993], [-6.340, 1.169, -2.782], [-5.353, 3.392, -2.254], [-3.287, 3.555, -0.884], [-2.189, 1.523, -0.060], [-2.246, -2.660, 4.212], [-0.441, -2.116, 5.862], [1.416, -0.575, 5.198], [1.821, 3.272, 1.639], [3.709, 2.730, 2.959], [4.194, 1.381, 1.898], [0.756, 2.228, -0.960], [1.519, 2.555, -3.273], [3.886, 3.163, -3.709], [5.505, 3.304, -1.830], [4.762, 2.929, 0.470], [2.391, -4.667, -0.246], [2.229, -3.591, 0.467], [2.972, -3.596, 1.554], [0.935, -3.459, 0.822], [2.713, -2.083, -0.498], [2.087, -0.979, 0.317], [4.120, -2.061, -0.560], [2.025, -2.175, -1.905], [0.558, -1.723, -2.124], [0.347, -0.274, -1.748], [-0.454, -2.540, -1.497], [0.362, -1.799, -3.975], [-0.820, -1.256, -4.220], [1.323, -1.111, -4.539], [0.388, -3.055, -4.326]], "mulliken_spin": [2.676, 0.044, 0.031, 0.067, -0.137, 0.089, 0.175, 0.065, 0.099, 0.264, 0.204, 0.042, 0.068, 0.007, 0.026, -0.010, 0.056, -0.047, -0.002, 0.095, 0.018, 0.001, 0.013, 0.001, 0.014, 0.006, 0.001, 0.003, -0.001, -0.006, 0.000, 0.036, -0.001, 0.006, -0.003, 0.002, -0.011, 0.000, -0.001, 0.001, 0.000, 0.001, 0.002, -0.011, 0.000, 0.000, 0.000, 0.000, 0.001, -0.001, 0.001, 0.005, 0.014, 0.097, 0.004, 0.008, -0.036, -0.012, 0.032, 0.004, 0.000, 0.000, 0.000], "spin_multiplicity": 5, "total_charge": 3, "energy_ev": -85004.721, "homo_lumo_gap_ev": [5.830, 2.635]}